[1]
{"formula": "C18H14Cl3MoN6O10", "method": "the ωB97M-V functional and the def2-TZVPD basis", "spin_multiplicity": 1, "lumo_ha": [-0.16847, -0.16840], "total_charge": 1, "orbital_gap_ha": [0.259, 0.259], "de_lowest_kj_mol": 31.2, "e_homo_ev": [-11.641, -11.641], "symbols": ["Mo", "O", "C", "O", "C", "O", "C", "C", "O", "O", "H", "H", "H", "H", "H", "Cl", "C", "C", "C", "Cl", "C", "O", "C", "Cl", "C", "H", "H", "O", "C", "O", "C", "C", "C", "C", "C", "C", "N", "O", "O", "H", "H", "H", "H", "N", "N", "N", "C", "N", "N", "H", "H", "H"], "xyz": [[0.127, 0.285, -0.456], [0.001, -2.057, 3.147], [-0.168, -1.685, 1.906], [0.210, -0.591, 1.509], [-0.834, -2.745, 1.073], [-1.085, -2.321, -0.243], [-2.437, -2.081, -0.586], [-2.815, -0.608, -0.504], [-3.924, -0.204, -0.628], [-1.751, 0.202, -0.322], [0.496, -1.379, 3.637], [-1.736, -3.083, 1.589], [-0.125, -3.575, 1.046], [-3.132, -2.656, 0.026], [-2.571, -2.387, -1.624], [3.115, 6.282, 2.497], [2.701, 4.806, 1.707], [1.375, 4.401, 1.684], [1.083, 3.214, 1.045], [-0.545, 2.612, 0.942], [2.053, 2.426, 0.434], [1.710, 1.286, -0.178], [3.376, 2.868, 0.469], [4.592, 1.920, -0.289], [3.699, 4.053, 1.107], [0.602, 4.994, 2.151], [4.727, 4.386, 1.133], [1.789, -2.368, 0.091], [1.784, -2.049, -1.077], [1.070, -1.017, -1.550], [2.633, -2.712, -2.102], [2.668, -2.286, -3.427], [3.476, -2.932, -4.348], [4.256, -4.011, -3.957], [4.205, -4.415, -2.635], [3.414, -3.790, -1.696], [5.032, -5.568, -2.209], [5.745, -6.077, -3.046], [4.987, -5.881, -1.039], [2.059, -1.444, -3.726], [3.504, -2.600, -5.376], [4.895, -4.535, -4.652], [3.400, -4.127, -0.670], [-1.675, 1.494, -5.360], [-0.898, 1.631, -4.231], [-0.183, 2.710, -4.009], [0.279, 2.477, -2.794], [-0.160, 1.298, -2.336], [-0.919, 0.763, -3.276], [-1.232, 2.023, -6.103], [-1.731, 0.509, -5.596], [0.927, 3.145, -2.253]], "atomic_forces_ev_per_a": [[0.098, 0.375, 0.455], [0.042, -0.034, 0.037], [0.070, -0.141, -0.014], [-0.084, 0.278, -0.057], [-0.043, -0.075, -0.016], [-0.056, 0.081, 0.041], [-0.010, -0.034, 0.033], [-0.042, -0.307, -0.083], [-0.007, 0.039, 0.028], [0.532, 0.346, -0.071], [-0.003, -0.010, -0.004], [-0.044, 0.017, 0.003], [-0.036, -0.009, 0.005], [0.000, 0.000, 0.022], [0.015, -0.003, -0.006], [-0.005, -0.022, -0.012], [0.030, 0.036, 0.012], [-0.029, -0.036, -0.008], [-0.008, -0.034, -0.017], [-0.023, 0.024, 0.013], [0.071, 0.284, 0.142], [-0.562, -0.626, -0.183], [-0.056, -0.045, -0.009], [0.019, -0.016, -0.011], [0.015, 0.004, 0.000], [-0.001, -0.006, -0.004], [-0.005, -0.001, 0.000], [-0.044, -0.134, -0.139], [0.246, 0.401, 0.199], [0.055, -0.181, -0.235], [0.013, -0.213, -0.073], [-0.079, 0.042, 0.084], [0.101, -0.063, -0.061], [-0.066, 0.036, 0.046], [-0.061, -0.104, -0.074], [-0.094, 0.068, 0.000], [0.385, 0.318, 0.130], [-0.145, -0.103, -0.040], [-0.142, -0.104, -0.056], [-0.004, -0.005, -0.007], [-0.008, 0.009, 0.012], [0.002, -0.007, 0.001], [0.010, -0.016, -0.002], [0.047, -0.017, 0.003], [-0.048, 0.031, -0.042], [-0.005, -0.007, -0.092], [-0.041, -0.035, 0.084], [-0.004, -0.010, 0.013], [0.033, -0.002, -0.058], [-0.011, 0.035, -0.001], [-0.016, -0.014, 0.016], [-0.003, -0.010, -0.004]]}

[2]
{"formula": "C18H14Cl4NO4", "method": "the ωB97M-V functional and the def2-TZVPD basis", "spin_multiplicity": 1, "lumo_ha": -0.00315, "total_charge": -1, "orbital_gap_ha": 0.094, "de_lowest_kj_mol": 12.9, "e_homo_ev": -2.649, "symbols": ["Cl", "C", "C", "Cl", "C", "O", "C", "Cl", "C", "Cl", "C", "O", "C", "C", "O", "C", "C", "C", "N", "C", "C", "C", "C", "C", "C", "C", "O", "H", "H", "H", "H", "H", "H", "H", "H", "H", "H", "H", "H", "H", "H"], "xyz": [[2.607, -1.250, 4.105], [1.135, -0.392, 3.863], [1.158, 0.948, 3.648], [2.665, 1.781, 3.594], [-0.064, 1.697, 3.436], [-0.052, 2.909, 3.295], [-1.304, 0.949, 3.391], [-2.774, 1.790, 3.084], [-1.323, -0.394, 3.585], [-2.807, -1.257, 3.463], [-0.111, -1.129, 3.877], [-0.142, -2.323, 4.130], [2.472, 0.718, -2.400], [2.298, -0.675, -1.835], [1.366, -0.688, -0.756], [1.382, -1.909, -0.042], [0.323, -2.857, -0.343], [0.361, -4.185, 0.309], [-0.583, -2.521, -1.234], [-1.573, -3.314, -1.595], [-2.574, -2.951, -2.521], [-3.611, -3.853, -2.803], [-4.604, -3.515, -3.683], [-4.588, -2.279, -4.303], [-3.573, -1.375, -4.043], [-2.574, -1.701, -3.162], [2.265, -2.225, 0.752], [3.137, 0.731, -3.266], [1.508, 1.128, -2.708], [2.887, 1.389, -1.643], [1.909, -1.372, -2.592], [3.245, -1.093, -1.466], [1.232, -4.248, 0.963], [-0.528, -4.350, 0.920], [0.446, -4.981, -0.434], [-1.631, -4.287, -1.141], [-3.612, -4.808, -2.307], [-5.396, -4.217, -3.883], [-5.371, -2.023, -4.993], [-3.570, -0.414, -4.531], [-1.781, -1.007, -2.944]], "atomic_forces_ev_per_a": [[-0.752, -0.034, -0.034], [1.830, 1.455, -0.166], [1.379, -1.593, 0.246], [-0.583, 0.156, -0.001], [0.118, 2.274, -0.301], [-0.012, -0.667, 0.100], [-1.481, -1.619, 0.085], [0.549, 0.168, 0.034], [-1.589, 1.548, -0.634], [0.596, -0.106, 0.177], [-0.021, -2.671, 0.443], [0.013, 0.967, -0.134], [-0.252, 0.172, 0.307], [0.057, -0.821, 0.141], [0.261, -0.153, 0.697], [-0.690, -1.575, -0.348], [0.912, 1.233, 0.079], [0.393, -0.183, 0.520], [-1.322, 0.345, -1.064], [1.700, 0.089, 1.196], [-0.321, 0.353, -0.414], [0.358, 0.219, 0.149], [-0.142, 0.050, -0.136], [-0.486, 0.067, -0.398], [-0.028, -0.080, 0.016], [0.034, -0.113, 0.075], [0.455, 1.407, -0.220], [-0.009, -0.178, 0.055], [0.015, -0.055, -0.003], [0.004, -0.028, 0.000], [0.099, 0.167, -0.108], [0.011, 0.222, -0.150], [-0.123, 0.013, -0.057], [-0.205, -0.224, -0.001], [-0.190, -0.180, -0.071], [-0.282, -0.610, 0.121], [-0.006, -0.269, 0.125], [-0.238, -0.132, -0.107], [-0.245, 0.096, -0.216], [-0.010, 0.212, -0.114], [0.204, 0.078, 0.112]]}

[3]
{"formula": "C18H14F5HfN2O2", "method": "the ωB97M-V functional and the def2-TZVPD basis", "spin_multiplicity": 1, "lumo_ha": -0.14106, "total_charge": 1, "orbital_gap_ha": 0.296, "de_lowest_kj_mol": 0.0, "e_homo_ev": -11.894, "symbols": ["Hf", "O", "C", "C", "C", "C", "C", "C", "C", "N", "C", "C", "N", "C", "C", "C", "C", "C", "C", "C", "O", "H", "H", "H", "H", "H", "H", "H", "H", "H", "H", "H", "H", "H", "H", "F", "C", "F", "C", "F", "F", "F"], "xyz": [[0.079, -0.120, -0.324], [-1.323, -1.487, -0.449], [-2.472, -1.346, -1.146], [-2.924, -2.417, -1.913], [-4.103, -2.324, -2.621], [-4.886, -1.166, -2.564], [-4.464, -0.115, -1.790], [-3.246, -0.169, -1.090], [-2.879, 0.952, -0.264], [-1.696, 1.171, 0.196], [-1.485, 2.225, 1.188], [-0.725, 1.568, 2.324], [0.404, 0.827, 1.737], [1.476, 0.758, 2.460], [2.671, 0.031, 2.165], [3.782, 0.191, 3.017], [4.942, -0.507, 2.801], [5.006, -1.401, 1.725], [3.927, -1.589, 0.888], [2.747, -0.876, 1.093], [1.711, -1.080, 0.280], [-2.324, -3.316, -1.931], [-4.429, -3.164, -3.219], [-5.814, -1.106, -3.113], [-5.064, 0.785, -1.720], [-3.687, 1.636, 0.002], [-2.424, 2.656, 1.536], [-0.882, 3.022, 0.745], [-1.383, 0.861, 2.835], [-0.386, 2.305, 3.053], [1.483, 1.301, 3.406], [3.703, 0.882, 3.848], [5.793, -0.375, 3.452], [5.916, -1.961, 1.549], [3.966, -2.286, 0.062], [-0.512, 0.927, -2.445], [0.669, 0.063, -2.535], [0.596, -0.592, -3.687], [1.807, 1.066, -2.501], [2.986, 0.484, -2.561], [1.675, 1.584, -1.179], [1.770, 2.102, -3.309]], "atomic_forces_ev_per_a": [[0.119, -0.659, -0.100], [0.155, 0.332, -0.216], [-0.228, -0.245, -0.108], [0.163, -0.073, 0.105], [-0.092, 0.118, 0.001], [0.033, -0.117, -0.039], [0.002, 0.080, 0.045], [0.093, -0.047, 0.061], [0.065, -0.070, 0.002], [-0.273, 0.154, -0.037], [0.080, 0.054, -0.029], [-0.077, 0.073, -0.061], [0.187, 0.148, 0.185], [-0.002, 0.020, -0.020], [-0.040, -0.035, -0.061], [-0.080, 0.055, 0.023], [0.056, -0.084, -0.078], [0.000, 0.088, 0.109], [-0.077, -0.063, -0.093], [0.219, -0.212, -0.048], [-0.360, 0.325, 0.071], [-0.017, 0.000, -0.021], [-0.003, 0.001, -0.001], [0.001, 0.001, 0.001], [0.002, -0.002, 0.001], [0.044, 0.046, 0.017], [-0.026, -0.024, -0.037], [0.001, -0.005, -0.006], [0.017, -0.023, -0.006], [0.047, 0.001, -0.017], [0.007, -0.009, 0.006], [0.011, -0.004, 0.001], [-0.005, 0.005, 0.003], [0.001, 0.001, -0.002], [0.016, -0.003, 0.014], [0.023, 0.000, 0.114], [-0.004, 0.144, 0.211], [0.032, -0.016, 0.002], [0.079, 0.025, -0.074], [-0.071, 0.049, -0.003], [-0.084, 0.011, 0.060], [-0.011, -0.043, 0.025]]}

[4]
{"formula": "C18H14FeNO4", "method": "the ωB97M-V functional and the def2-TZVPD basis", "spin_multiplicity": 5, "lumo_ha": [-0.13117, -0.27975], "total_charge": 1, "orbital_gap_ha": [0.214, 0.099], "s2": 6.064, "e_homo_ev": [-9.395, -10.314], "symbols": ["O", "C", "Fe", "C", "O", "C", "O", "C", "C", "C", "C", "C", "C", "C", "H", "H", "H", "H", "H", "H", "H", "O", "C", "C", "C", "C", "N", "C", "C", "C", "C", "H", "H", "H", "H", "H", "H", "H"], "xyz": [[4.622, 4.689, -0.165], [3.693, 4.114, -0.570], [2.720, 2.705, -0.829], [3.923, 1.408, -1.072], [4.582, 0.448, -1.015], [2.683, 2.102, 0.825], [2.852, 1.557, 1.847], [-0.583, -0.195, -0.943], [-1.160, 1.143, -0.594], [-0.556, 2.348, -0.453], [0.574, 2.924, -1.142], [1.234, 2.317, -2.250], [1.280, 0.882, -2.473], [0.516, -0.119, -1.983], [-1.402, -0.811, -1.359], [-2.187, 1.032, -0.238], [-1.081, 3.067, 0.198], [0.632, 4.023, -1.043], [1.506, 2.950, -3.117], [2.045, 0.579, -3.212], [0.730, -1.107, -2.417], [-4.404, -1.302, 2.869], [-3.309, -1.759, 2.202], [-2.264, -0.893, 1.782], [-1.205, -1.464, 1.090], [-1.102, -2.846, 0.945], [0.140, -3.144, 0.349], [0.788, -2.041, 0.008], [-0.061, -0.850, 0.306], [-2.107, -3.705, 1.357], [-3.239, -3.146, 1.949], [-4.317, -0.341, 2.996], [-2.279, 0.173, 2.044], [0.540, -4.076, 0.270], [1.756, -1.997, -0.479], [0.509, -0.124, 0.899], [-1.989, -4.772, 1.186], [-4.081, -3.768, 2.232]], "atomic_forces_ev_per_a": [[-2.837, -0.932, -1.329], [5.286, 3.412, 2.025], [-2.885, -1.689, -1.531], [2.654, -3.497, -0.114], [-1.759, 2.828, -0.342], [0.468, -2.030, 4.574], [-0.702, 1.722, -2.912], [-0.325, 2.025, -2.471], [-0.283, -0.487, 0.555], [-0.222, 0.469, 0.552], [-0.177, -0.241, -0.947], [-0.576, 0.487, 0.268], [0.253, 0.056, -0.583], [0.107, -0.900, -0.145], [0.426, 0.058, 0.095], [0.260, 0.412, 0.181], [0.086, -0.270, -0.569], [-0.030, -0.538, -0.215], [0.236, -0.298, 0.725], [-0.649, 0.179, 0.295], [-0.036, 0.493, 0.166], [0.803, 0.050, -0.425], [0.157, 0.734, 0.144], [-0.157, -0.414, -0.014], [0.076, 0.913, 0.062], [1.465, -0.584, -0.453], [-2.330, -3.105, 0.917], [1.686, 2.537, -0.682], [0.449, -0.328, 1.879], [-0.801, -0.163, 0.391], [0.584, -0.517, -0.312], [-0.170, -0.366, 0.014], [-0.072, -0.456, -0.243], [-0.431, 0.367, 0.060], [-0.256, -0.325, 0.308], [-0.107, 0.183, -0.130], [-0.304, 0.146, 0.144], [0.111, 0.071, 0.061]]}

[5]
{"formula": "C18H14I3N2O2PrS3Sb", "method": "the ωB97M-V functional and the def2-TZVPD basis", "spin_multiplicity": 4, "lumo_ha": [-0.02568, -0.10412], "orbital_gap_ha": [0.237, 0.155], "s2": 3.764, "de_lowest_kj_mol": 218.5, "e_homo_ev": [-7.160, -7.044], "symbols": ["Pr", "I", "C", "I", "H", "H", "S", "Sb", "S", "S", "C", "C", "C", "C", "N", "C", "C", "C", "C", "C", "C", "N", "H", "H", "H", "H", "H", "H", "H", "H", "I", "C", "C", "C", "C", "C", "C", "C", "O", "O", "H", "H", "H", "H"], "xyz": [[11.948, 10.765, 9.036], [13.559, 4.803, 10.489], [14.532, 6.630, 9.953], [15.152, 7.867, 11.588], [13.868, 7.127, 9.271], [15.453, 6.232, 9.485], [14.547, 11.382, 8.359], [13.279, 11.518, 6.238], [13.373, 9.157, 6.790], [11.146, 12.391, 6.915], [11.928, 8.316, 13.394], [12.547, 9.167, 14.298], [13.040, 10.358, 13.810], [12.888, 10.638, 12.463], [12.294, 9.834, 11.573], [11.869, 8.694, 12.031], [13.418, 11.925, 11.941], [14.469, 12.457, 12.620], [14.860, 13.716, 12.202], [14.229, 14.357, 11.202], [13.273, 13.696, 10.478], [12.866, 12.460, 10.843], [11.574, 7.301, 13.594], [12.710, 8.800, 15.312], [13.579, 11.127, 14.474], [11.372, 8.025, 11.284], [15.063, 11.871, 13.364], [15.806, 14.062, 12.601], [14.605, 15.336, 10.867], [12.899, 14.127, 9.573], [5.536, 4.854, 6.540], [6.835, 6.196, 7.514], [6.597, 7.548, 7.389], [7.568, 8.454, 7.795], [8.791, 8.034, 8.297], [9.043, 6.655, 8.399], [8.056, 5.761, 7.996], [9.833, 9.007, 8.815], [9.528, 10.229, 8.895], [10.966, 8.573, 9.242], [5.639, 7.882, 6.984], [7.323, 9.473, 7.628], [9.993, 6.291, 8.777], [8.271, 4.726, 8.087]], "atomic_forces_ev_per_a": [[0.105, -0.088, 0.671], [-0.169, 0.188, 0.199], [1.032, -1.073, 0.200], [0.075, -0.326, -0.450], [-0.022, 0.454, -0.152], [-0.654, 0.776, 0.126], [-0.047, 1.670, -0.138], [0.848, -0.256, 0.878], [-1.325, -0.924, -1.257], [0.738, -0.428, -0.066], [0.195, -0.188, -1.226], [-0.218, -1.419, -0.026], [0.908, 1.384, 0.971], [0.138, 0.830, -0.486], [0.328, 1.169, -0.029], [-1.706, -2.150, 0.498], [-0.900, -1.227, 0.136], [1.281, 0.565, 0.287], [2.021, -1.124, 1.585], [0.155, 1.867, -1.365], [-0.207, -1.144, 0.488], [-0.186, 0.799, 0.114], [0.116, 0.520, 0.411], [-0.140, 0.512, -0.125], [-1.136, -1.505, -1.035], [0.617, 0.577, 0.821], [-0.765, 0.796, -0.799], [-0.236, 0.570, 0.138], [-0.386, -0.524, 0.139], [-0.419, -0.074, -0.358], [0.106, 0.101, 0.414], [0.283, -0.152, -0.734], [-0.414, 0.105, 0.097], [-0.316, -0.367, -0.259], [0.840, -0.510, 0.418], [-0.649, 0.579, -0.183], [0.449, 0.184, 0.412], [-0.947, -0.162, 0.378], [0.408, -0.427, -0.152], [-0.387, 0.153, -0.740], [0.424, 0.076, 0.083], [0.232, 0.914, 0.228], [-0.105, 0.106, -0.032], [0.033, -0.825, -0.084]]}